Record 1
Formula: C2H9NO3Si
Source: the OMol25 dataset
Level of theory: wB97M-V/def2-TZVPD

```
16
Properties=species:S:1:pos:R:3:forces:R:3
C -0.6049 2.0722 1.3745 2.314 0.215 -0.323
C 1.7349 -1.0916 -1.6144 0.776 -1.509 -0.689
N -1.1420 0.7711 0.9237 1.222 2.406 3.046
O -0.6552 -2.4250 -1.2142 2.665 -0.707 0.019
O 0.4527 -1.3963 1.1250 -0.116 0.447 1.602
O -1.0673 0.4592 -0.3721 -0.963 0.266 -1.838
Si 0.4284 -1.4213 -0.4083 -0.608 -1.158 -2.214
H 0.4970 2.0172 1.3420 -0.158 -0.724 0.953
H -0.6135 2.7064 0.5312 -1.365 1.333 -0.583
H -0.9784 2.4563 2.3547 -0.110 -0.473 -0.974
H 1.6982 -1.6809 -2.5467 0.123 -0.280 0.569
H 1.5948 -0.1227 -1.9541 -0.585 2.080 -0.576
H 2.7018 -1.0356 -1.1764 1.149 -0.397 0.353
H -1.9964 0.6869 1.3710 -2.992 -0.721 0.176
H -1.4621 -2.0053 -1.0784 -2.700 0.647 0.223
H -0.5880 0.0092 1.3424 1.350 -1.424 0.258
```
Positions in Å, forces in eV/Å.

The spin multiplicity is 3. The energy above the lowest of the compared OMol25 structures with the same formula, charge and spin comes out at 3.7544 eV. The largest force on an atom is 4.07 eV Å⁻¹. The calculation puts the LUMO energy (spin up / spin down) at 0.48 / -4.32 eV.

Here are the Löwdin charges for atoms 1 to 2, given in e: C -0.04; C -0.20



Record 2
Formula: C2H9NO4
Source: the OMol25 dataset
Level of theory: wB97M-V/def2-TZVPD

```
16
Properties=species:S:1:pos:R:3:forces:R:3
C 0.9122 -1.9966 -0.0376 -1.449 0.261 0.428
N -0.2604 -1.1085 -0.0640 -1.514 1.466 -0.205
C -0.6725 -0.3213 0.9647 2.053 -0.726 1.072
O -0.2916 -0.8696 2.1885 -0.362 0.386 -0.158
O -1.1665 0.7857 0.9352 -0.955 -0.765 -0.290
H 1.3131 -2.0427 -1.0442 0.253 -0.005 0.143
H 1.5944 -1.5884 0.7016 0.570 -0.056 -0.392
H 0.6088 -2.9774 0.3228 0.136 -0.180 -0.198
H -0.7139 -0.7479 -0.8996 0.797 -0.383 -0.504
H 0.6683 -0.8211 2.2144 0.153 -0.140 0.317
H -0.5237 1.5895 -1.7095 0.155 -0.308 -1.295
H -1.8376 1.8784 -1.4350 -1.003 -0.191 -0.565
O -1.3804 1.4568 -2.1820 0.794 0.366 1.601
H 1.2611 2.6332 0.1622 -0.064 0.035 -0.341
H -0.0767 1.8811 0.2689 0.333 0.237 -0.488
O 0.5655 2.2489 -0.3865 0.102 0.002 0.875
```
Positions in Å, forces in eV/Å.

The energy above the lowest of the compared OMol25 structures with the same formula, charge and spin comes out at 0.7465 eV. The largest force on an atom is 2.43 eV Å⁻¹. The calculation puts the LUMO energy at 0.30 eV. The structure (SMILES) is CNC(=O)O.O.O.

Here are the Löwdin charges for atoms 1 to 2, given in e: C -0.03; N 0.04